(1)
C3H2S2 | the ωB97M-V functional and the def2-TZVPD basis

Geometry (Å):
C (-0.08260, -0.83353, 0.08993)
C (-0.84972, 0.02776, 0.89485)
C (0.32665, 0.36442, -0.42372)
S (2.15971, 0.67660, -2.60336)
S (-1.07477, 1.40757, -0.16525)
H (0.36674, -1.78809, 0.24132)
H (-0.84601, 0.14527, 1.96623)

Computed properties:
* gap between HOMO and LUMO (alpha / beta): 0.2580 / 0.2578 Eh
* highest occupied orbital energy (alpha / beta): -9.04 / -9.03 eV
* LUMO level (alpha / beta): -2.02 / -2.01 eV

Charges obtained by Löwdin population analysis, quoted in units of e: C -0.18; C -0.41; C -0.49; S 0.03; S 0.87; H 0.10; H 0.08

(2)
C41H52BrN12S2Sc | the ωB97M-V functional and the def2-TZVPD basis

Geometry (Å):
Sc (-0.31154, 0.38746, 0.39366)
C (-1.03393, 0.07075, 5.03491)
C (-0.73866, 0.54313, 3.64633)
N (-1.42545, 0.20253, 2.60911)
N (-2.55193, -0.55648, 2.78834)
C (-3.45779, -0.60991, 1.78029)
N (-4.55386, -1.33104, 2.02070)
S (-3.22048, 0.18067, 0.31818)
C (0.28581, 1.58010, 3.36024)
C (0.88196, 2.29834, 4.37380)
C (1.63472, 3.42893, 4.04609)
C (1.75735, 3.77735, 2.72372)
C (1.16929, 2.96123, 1.75652)
N (0.44493, 1.88632, 2.05361)
H (-1.14229, -1.01638, 5.05611)
H (-1.95987, 0.51651, 5.40625)
H (-0.24062, 0.31835, 5.73267)
H (-2.73772, -0.98124, 3.69091)
H (-4.74795, -1.76678, 2.90783)
H (-5.26064, -1.38319, 1.30444)
H (0.73414, 2.03034, 5.40696)
H (2.09243, 4.02074, 4.82539)
H (2.31683, 4.64391, 2.40862)
H (1.27985, 3.21325, 0.71069)
C (5.17095, 2.45063, 2.70193)
C (4.39354, 2.31450, 1.42321)
C (4.59745, 3.18376, 0.35523)
C (3.88850, 3.04048, -0.82877)
C (4.14666, 3.95283, -1.99377)
C (2.94737, 2.01548, -0.93866)
C (2.69198, 1.14968, 0.12133)
C (3.43643, 1.32040, 1.29501)
N (1.71593, 0.10331, 0.04304)
C (2.36162, -1.25298, 0.12188)
C (2.31377, -1.78344, 1.55331)
C (3.83137, -1.22999, -0.31707)
C (1.65669, -2.16689, -0.87833)
H (5.90707, 3.24799, 2.63956)
H (5.69599, 1.52643, 2.93904)
H (4.50976, 2.66783, 3.54229)
H (5.34289, 3.96354, 0.43890)
H (5.01075, 4.58805, -1.81582)
H (3.29413, 4.60663, -2.18288)
H (4.32611, 3.38403, -2.90545)
H (2.45612, 1.88137, -1.88554)
H (3.24385, 0.67623, 2.14082)
H (3.04346, -1.27133, 2.17519)
H (2.53290, -2.85227, 1.59977)
H (1.34034, -1.61481, 2.00906)
H (4.49028, -0.73470, 0.39367)
H (3.94352, -0.73880, -1.28373)
H (4.17194, -2.26048, -0.42245)
H (0.57559, -2.04231, -0.87862)
H (1.86463, -3.21976, -0.68406)
H (2.00539, -1.93221, -1.88497)
Br (0.32021, 4.56375, -1.45491)
C (-1.06590, 4.48150, -0.17069)
C (-1.58570, 5.70374, 0.23676)
C (-2.56856, 5.70086, 1.20440)
C (-2.97863, 4.48449, 1.72693)
C (-2.39576, 3.32974, 1.24799)
N (-1.44452, 3.29900, 0.29816)
H (-1.22048, 6.62006, -0.20072)
H (-3.00095, 6.63076, 1.54622)
H (-3.74549, 4.42459, 2.48460)
H (-2.70478, 2.36917, 1.62685)
C (-1.01534, -0.94760, -2.96850)
N (-1.08391, -0.61363, -4.37275)
C (-2.27979, 0.19418, -4.60736)
N (-2.24594, 1.42912, -3.82672)
C (-2.16555, 1.09202, -2.42299)
N (-0.94957, 0.27040, -2.08286)
C (0.23684, 1.03783, -2.57297)
N (0.16476, 1.41140, -3.96819)
C (0.08888, 0.17532, -4.74960)
C (-1.05548, 2.18544, -4.20446)
H (-0.13558, -1.55865, -2.77660)
H (-1.91363, -1.51176, -2.71927)
H (-3.16493, -0.38289, -4.33317)
H (-2.33994, 0.44242, -5.66713)
H (-3.04767, 0.51199, -2.15625)
H (-2.13697, 2.00601, -1.82508)
H (1.11040, 0.40784, -2.40417)
H (0.32177, 1.93874, -1.96270)
H (0.99146, -0.41442, -4.58021)
H (0.02463, 0.42246, -5.80929)
H (-1.11511, 2.44119, -5.26256)
H (-1.01875, 3.10440, -3.62249)
S (-1.64794, -6.55906, 0.89587)
C (-1.45549, -4.82368, 0.84444)
C (-0.85781, -4.20433, 1.94568)
C (-0.68524, -2.83929, 1.93726)
N (-1.05668, -2.03784, 0.92631)
C (-1.67495, -2.64303, -0.09735)
C (-1.89025, -4.00074, -0.19152)
C (-2.20578, -6.90726, -0.75002)
C (-1.31446, -6.93609, -1.81307)
C (-1.81700, -7.20836, -3.07598)
N (-3.10082, -7.45240, -3.32221)
C (-3.93520, -7.44865, -2.29064)
C (-3.54304, -7.17954, -0.98467)
H (-0.51965, -4.77987, 2.79494)
H (-0.21956, -2.36837, 2.79157)
H (-2.04226, -1.98909, -0.86769)
H (-2.38996, -4.40375, -1.06067)
H (-0.25890, -6.76073, -1.66247)
H (-1.15333, -7.23905, -3.92969)
H (-4.97181, -7.66725, -2.51077)
H (-4.26141, -7.18919, -0.17804)

Computed properties:
* gap between HOMO and LUMO: 0.2483 Eh
* total charge: +2
* highest occupied orbital energy: -12.72 eV
* LUMO level: -5.96 eV

These are the Löwdin partial charges, in e, on atoms 1 to 99: Sc 1.07; C 0.01; C -0.22; N -0.01; N 0.00; C -0.79; N 0.15; S 0.79; C -0.20; C 0.03; C -0.01; C 0.00; C -0.12; N 0.04; H 0.09; H 0.12; H 0.09; H 0.15; H 0.13; H 0.12; H 0.11; H 0.13; H 0.13; H 0.06; C -0.03; C -0.26; C 0.01; C -0.25; C -0.03; C -0.02; C -0.33; C -0.04; N -0.08; C -0.59; C -0.03; C -0.03; C -0.04; H 0.08; H 0.09; H 0.07; H 0.12; H 0.08; H 0.05; H 0.09; H 0.10; H 0.11; H 0.07; H 0.10; H 0.03; H 0.08; H 0.10; H 0.10; H 0.03; H 0.10; H 0.09; Br 0.92; C -0.71; C -0.09; C -0.03; C -0.03; C -0.16; N 0.02; H 0.11; H 0.13; H 0.12; H 0.04; C -0.17; N -0.07; C -0.15; N -0.07; C -0.23; N -0.12; C -0.24; N -0.06; C -0.14; C -0.15; H 0.11; H 0.12; H 0.14; H 0.14; H 0.07; H 0.10; H 0.10; H 0.04; H 0.14; H 0.14; H 0.14; H 0.09; S 1.07; C -0.49; C -0.06; C -0.15; N -0.02; C -0.17; C -0.02; C -0.55; C -0.08; C -0.12; N 0.08

(3)
C20H38Cl3N2O4SiTl | the ωB97M-V functional and the def2-TZVPD basis

Geometry (Å):
C (3.30484, -1.17930, -3.46030)
C (3.05505, -0.20772, -2.34906)
H (4.02356, -0.83873, -4.21756)
H (2.34473, -1.37887, -3.94754)
H (3.69095, -2.14979, -3.11379)
C (3.61211, 1.02468, -2.30554)
C (4.58622, 1.50965, -3.34130)
H (3.38146, 1.77778, -1.54447)
H (4.10739, 1.41526, -4.32473)
H (5.53092, 0.93405, -3.37937)
H (4.93273, 2.54616, -3.16700)
Tl (-3.51381, 0.75939, 1.68491)
Cl (-0.80086, -2.58652, 3.14093)
Cl (-4.49103, -1.87135, 1.55990)
H (-5.31978, -0.85548, 5.73126)
H (-4.45407, -3.62203, 5.17072)
C (-4.96549, -0.89647, 4.68965)
C (-3.89652, -3.12838, 4.34691)
N (-3.76345, -1.69816, 4.55397)
H (-4.77793, 0.12812, 4.34671)
C (-2.60073, -1.12710, 4.90939)
O (-2.44616, 0.04742, 5.28141)
H (-2.87811, -3.52567, 4.22601)
H (-1.69691, -1.77012, 4.79929)
H (-5.74596, -1.32056, 4.06311)
H (-4.43112, -3.26692, 3.38373)
H (-0.42356, 1.06452, -2.69773)
H (1.52615, 2.73416, -1.99665)
C (-1.01729, 1.98886, -2.62193)
C (0.74017, 3.46256, -1.74529)
N (-0.52125, 2.78565, -1.50769)
H (-2.06593, 1.74848, -2.44046)
C (-1.40323, 3.26180, -0.53867)
O (-2.57688, 2.92912, -0.43866)
H (1.03387, 4.01196, -0.84582)
H (-0.95480, 3.98521, 0.20738)
H (-0.90712, 2.53278, -3.57172)
H (0.65919, 4.16676, -2.58745)
O (0.74706, -0.64465, -1.25735)
C (2.18596, -0.66997, -1.16495)
C (1.59343, 1.14093, 0.47763)
C (2.55551, 0.24127, 0.04094)
H (0.59922, 0.98037, 0.08035)
C (1.89073, 2.17071, 1.35232)
H (2.48242, -1.72531, -1.03247)
C (3.85180, 0.32097, 0.62381)
H (1.06530, 2.79812, 1.68696)
C (3.19691, 2.32644, 1.80179)
C (4.17413, 1.38001, 1.48000)
H (4.60283, -0.46580, 0.46505)
H (3.45073, 3.16000, 2.43359)
H (5.16765, 1.44991, 1.95890)
Si (-0.76251, -1.59092, -1.53597)
Cl (-1.54855, 0.12758, 0.34357)
C (-2.44275, -1.19035, -2.43637)
C (-1.14633, -2.97709, -0.37357)
C (0.29771, -2.07648, -2.97588)
H (-2.37738, -0.28685, -3.06990)
H (-3.31021, -1.12082, -1.76153)
H (-2.61602, -2.06041, -3.10428)
H (0.15133, -1.33163, -3.75916)
H (0.28463, -3.08088, -3.36697)
H (1.23818, -1.90538, -2.45490)
H (-0.52745, -3.05300, 0.55480)
H (-1.04941, -3.92140, -0.94984)
H (-2.20522, -2.82273, -0.06212)
O (-0.89351, 0.78029, 3.09552)
H (-0.99370, 0.78995, 4.07804)
H (-0.53988, -0.13409, 2.87942)

Computed properties:
* gap between HOMO and LUMO (alpha / beta): 0.1510 / 0.1550 Eh
* highest occupied orbital energy (alpha / beta): -8.31 / -8.32 eV
* LUMO level (alpha / beta): -4.20 / -4.10 eV

Charges obtained by Löwdin population analysis, quoted in units of e: C -0.05; C -0.22; H 0.07; H 0.06; H 0.10; C -0.11; C -0.10; H 0.10; H 0.08; H 0.08; H 0.07; Tl 0.70; Cl 0.31; Cl -0.02; H 0.11; H 0.10; C -0.08; C -0.11; N -0.21; H 0.05; C -0.38; O 0.00; H 0.03; H 0.02; H 0.07; H 0.00; H 0.07; H 0.07; C -0.06; C -0.06; N -0.18; H 0.07; C -0.33; O -0.10; H 0.08; H 0.15; H 0.10; H 0.09; O -0.35; C -0.25; C -0.09; C -0.16; H 0.01; C -0.09; H 0.15; C -0.04; H 0.10; C -0.10; C -0.09; H 0.12; H 0.09; H 0.11; Si 0.36; Cl 0.26; C -0.19; C -0.21; C -0.18; H 0.01; H 0.01; H 0.04; H 0.05; H 0.04; H -0.01; H -0.01; H 0.05; H -0.01; O -0.21; H 0.04; H -0.03

(4)
C54H48Cl4CuF6N9O20S2 | the ωB97M-V functional and the def2-TZVPD basis

Geometry (Å):
Cu (-15.65287, 8.83411, -2.01853)
C (-16.51859, 9.61008, -6.05802)
F (-15.33121, 10.09018, -5.75672)
F (-17.46575, 10.50110, -5.93504)
F (-16.45780, 9.11110, -7.27012)
S (-17.02076, 8.17740, -4.89144)
O (-18.03245, 8.72191, -3.99644)
O (-17.46415, 7.02520, -5.65599)
N (-15.65121, 7.96329, -3.83012)
S (-14.77336, 6.89804, -4.64958)
O (-14.82747, 6.89401, -6.09929)
O (-13.41781, 7.03240, -4.15262)
C (-15.42083, 5.20227, -3.97784)
F (-15.38043, 4.31000, -4.93637)
F (-14.67486, 4.85255, -2.96387)
F (-16.67051, 5.34874, -3.58061)
Cl (-18.21340, 4.52549, -7.69082)
C (-17.57582, 5.96093, -8.47567)
C (-17.45229, 5.74043, -9.97761)
Cl (-16.71350, 7.22999, -10.62857)
H (-16.63218, 6.25571, -8.02155)
H (-18.27447, 6.78727, -8.35124)
H (-18.45198, 5.64664, -10.39836)
H (-16.87422, 4.88132, -10.30463)
Cl (-18.83853, 2.13336, -4.93025)
C (-17.13352, 1.76687, -4.66994)
C (-16.74378, 1.92717, -3.19927)
Cl (-17.52225, 0.70510, -2.17075)
H (-16.54147, 2.39241, -5.33354)
H (-16.91164, 0.73777, -4.95547)
H (-17.13220, 2.91576, -2.95219)
H (-15.67082, 1.96103, -3.02627)
C (-16.16791, 12.85386, -9.94438)
C (-16.26744, 12.26378, -8.68638)
C (-15.41494, 12.61487, -7.65347)
C (-14.45235, 13.57317, -7.92401)
C (-14.32079, 14.15109, -9.16098)
C (-15.14342, 13.74867, -10.21240)
N (-13.66134, 14.09219, -6.80571)
O (-13.77248, 13.59614, -5.69901)
O (-12.99198, 15.08112, -7.01453)
H (-16.80842, 12.51740, -10.74906)
H (-17.08939, 11.58650, -8.49430)
H (-15.50826, 12.15717, -6.68332)
H (-13.54820, 14.86280, -9.41483)
H (-15.02523, 14.20484, -11.18418)
C (-11.36762, 6.69823, -5.48544)
C (-11.97402, 5.62584, -4.85207)
C (-11.21421, 4.69481, -4.16912)
C (-9.84653, 4.87059, -4.05251)
C (-9.24098, 5.99261, -4.62593)
C (-9.97812, 6.86666, -5.38718)
N (-9.05555, 3.81221, -3.41156)
O (-7.90099, 3.70141, -3.76598)
O (-9.58064, 3.14009, -2.54194)
H (-12.03529, 7.33420, -6.04842)
H (-13.04579, 5.48125, -4.91700)
H (-11.66548, 3.81450, -3.73420)
H (-8.21183, 6.27460, -4.44452)
H (-9.51172, 7.71891, -5.86101)
C (-21.30133, 4.76202, -2.56996)
C (-20.31541, 3.87345, -2.11513)
C (-19.13300, 4.39761, -1.64039)
C (-18.92446, 5.77927, -1.65512)
C (-19.88838, 6.65798, -2.10194)
C (-21.05408, 6.11355, -2.64829)
N (-17.64324, 6.32318, -1.25371)
O (-17.42478, 7.46315, -1.66841)
O (-16.87762, 5.66109, -0.61694)
H (-22.20948, 4.33280, -2.97397)
H (-20.36826, 2.80518, -1.95255)
H (-18.35500, 3.78424, -1.20650)
H (-19.67936, 7.71462, -2.17838)
H (-21.72410, 6.71338, -3.24875)
C (-21.12822, 5.83718, -6.86380)
C (-20.27487, 6.60223, -6.08607)
C (-20.13398, 7.96114, -6.36785)
C (-20.79571, 8.49715, -7.45382)
C (-21.65180, 7.73553, -8.24503)
C (-21.79378, 6.39563, -7.95088)
N (-20.58052, 9.91291, -7.78189)
O (-19.52658, 10.41219, -7.41334)
O (-21.41663, 10.48665, -8.43352)
H (-21.10436, 4.76954, -6.67926)
H (-19.67712, 6.25767, -5.25307)
H (-19.52515, 8.55667, -5.70125)
H (-22.25200, 8.21266, -9.00670)
H (-22.43210, 5.68762, -8.46286)
C (-14.03423, 3.53376, -9.57043)
C (-14.10132, 2.34057, -8.86428)
C (-13.76688, 2.28899, -7.51602)
C (-13.28435, 3.44962, -6.94902)
C (-13.15135, 4.64769, -7.61251)
C (-13.54719, 4.67557, -8.94659)
N (-12.90365, 3.36678, -5.52419)
O (-12.37320, 4.33092, -5.01410)
O (-13.18146, 2.38211, -4.86905)
H (-14.34461, 3.54000, -10.60659)
H (-14.43606, 1.43752, -9.35695)
H (-13.82981, 1.33550, -7.01549)
H (-12.72369, 5.50446, -7.11415)
H (-13.45816, 5.64326, -9.42482)
C (-12.48139, 12.44220, -5.57417)
C (-12.61408, 12.50443, -6.94651)
C (-12.98082, 11.37062, -7.68197)
C (-13.28166, 10.19784, -6.99344)
C (-13.30935, 10.19453, -5.60406)
C (-12.82802, 11.27559, -4.89041)
N (-13.75477, 9.05299, -7.80683)
O (-13.73215, 7.97630, -7.21878)
O (-14.19556, 9.25274, -8.91008)
H (-12.21013, 13.35378, -5.05633)
H (-12.43379, 13.39678, -7.53098)
H (-13.00852, 11.43363, -8.75910)
H (-13.60490, 9.30812, -5.05740)
H (-12.75020, 11.24419, -3.81350)
C (-18.79594, 13.77998, -5.50131)
C (-17.56984, 14.41076, -5.36124)
C (-16.61782, 13.91674, -4.50074)
C (-16.85017, 12.68862, -3.87555)
C (-18.09838, 12.08838, -3.94045)
C (-19.06431, 12.61565, -4.79709)
N (-15.76607, 12.00895, -3.17532)
O (-15.98584, 10.86182, -2.72848)
O (-14.72189, 12.56661, -2.99689)
H (-19.55107, 14.27850, -6.09510)
H (-17.39861, 15.30142, -5.95177)
H (-15.65942, 14.39830, -4.36053)
H (-18.24356, 11.07292, -3.59551)
H (-19.91653, 12.01668, -5.09008)
C (-9.70124, 5.62721, -0.13964)
C (-10.40383, 5.86278, -1.31892)
C (-11.74160, 6.21176, -1.30859)
C (-12.36714, 6.41840, -0.07690)
C (-11.69523, 6.19090, 1.10118)
C (-10.34800, 5.80444, 1.07572)
N (-13.80807, 6.75099, -0.05741)
O (-14.28989, 7.19855, -1.10069)
O (-14.39550, 6.71307, 0.98099)
H (-8.64842, 5.38271, -0.16068)
H (-9.90356, 5.78199, -2.27205)
H (-12.30364, 6.28676, -2.23032)
H (-12.18895, 6.19734, 2.06351)
H (-9.90738, 5.48770, 2.00985)

Computed properties:
* gap between HOMO and LUMO (alpha / beta): 0.1814 / 0.1816 Eh
* total charge: +1
* highest occupied orbital energy (alpha / beta): -9.82 / -9.82 eV
* LUMO level (alpha / beta): -4.88 / -4.88 eV
* multiplicity: 2
* ⟨S²⟩: 0.78

These are the Löwdin partial charges, in e, on atoms 1 to 99: Cu 0.43; C -0.64; F 0.10; F 0.16; F 0.18; S 0.74; O -0.30; O -0.30; N -0.28; S 0.66; O -0.30; O -0.32; C -0.66; F 0.16; F 0.18; F 0.16; Cl 0.63; C -0.69; C -0.64; Cl 0.58; H 0.05; H 0.06; H 0.07; H 0.05; Cl 0.59; C -0.67; C -0.67; Cl 0.58; H 0.04; H 0.07; H 0.02; H 0.07; C -0.04; C -0.03; C 0.00; C -0.18; C 0.01; C -0.04; N -0.38; O 0.00; O 0.12; H 0.12; H 0.10; H 0.11; H 0.13; H 0.11; C 0.04; C -0.26; C -0.06; C -0.12; C 0.03; C 0.02; N -0.34; O 0.11; O 0.10; H 0.11; H 0.13; H 0.18; H 0.14; H 0.13; C -0.05; C -0.06; C -0.02; C -0.15; C 0.02; C -0.06; N -0.31; O 0.00; O 0.13; H 0.11; H 0.11; H 0.11; H 0.12; H 0.11; C -0.10; C -0.10; C -0.01; C -0.14; C 0.00; C -0.06; N -0.34; O 0.04; O 0.10; H 0.10; H 0.09; H 0.09; H 0.12; H 0.11; C -0.03; C -0.03; C 0.02; C -0.11; C 0.03; C -0.01; N -0.16; O 0.00; O 0.16; H 0.12; H 0.12